No. 1
Here is a single C13H25N molecule from OMol25. Energies are from ωB97M-V with the def2-TZVPD basis set.

XYZ file:
```
39
Properties=species:S:1:pos:R:3:forces:R:3
C -1.2827 -0.9729 2.2509 -0.69 2.38 -0.44
N -0.3291 -0.9438 1.1163 -0.84 -0.12 0.91
C 0.7054 0.0345 1.2548 1.15 1.65 1.31
C 2.1344 -0.3849 0.8283 -0.58 1.52 -0.14
C 3.2506 0.6376 1.4334 -3.95 -1.90 1.84
C 2.8933 2.0415 1.2881 -0.16 2.97 -5.28
C 1.4122 2.4190 1.3787 -2.65 2.86 -0.45
C 0.3634 1.4176 0.7752 2.46 1.33 -3.04
C -1.1180 -1.1481 -0.1215 0.09 0.54 -0.62
C -0.1562 -1.4202 -1.2519 0.92 -0.85 -1.33
C -0.7880 -2.0094 -2.6202 -1.25 2.88 2.42
C -1.8438 -0.8922 -3.1780 -1.56 -2.71 1.62
C -2.8327 -0.2577 -2.1000 -0.96 -2.76 0.68
C -2.0788 0.0544 -0.7385 0.02 2.88 1.37
H -1.6806 -1.9810 2.0956 -0.80 0.46 1.05
H -0.8572 -0.7522 3.2914 -0.18 -0.79 -1.68
H -2.0891 -0.0579 2.0965 1.36 -2.47 0.50
H 0.8604 0.2690 2.3741 -0.57 -0.86 -1.14
H 2.0643 -0.4859 -0.3112 0.97 -0.06 1.66
H 2.2420 -1.2864 1.4033 0.56 -0.96 -0.57
H 3.1551 0.6042 2.5517 0.04 -1.09 -0.51
H 4.1556 0.1885 1.2208 2.29 0.08 -0.81
H 3.3278 2.7516 1.9257 1.31 0.47 1.18
H 3.1930 2.5531 0.1822 -0.38 -1.79 2.50
H 1.3768 3.3256 0.5491 -0.35 -1.55 2.94
H 1.0272 2.8061 2.4966 1.21 -1.01 -2.86
H 0.5537 1.6323 -0.4524 -0.75 -1.17 2.99
H -0.6753 1.6059 0.9836 -0.24 0.69 0.18
H -1.5473 -2.1104 0.1302 -1.42 0.11 -0.27
H 0.6997 -2.1030 -0.8770 -1.24 1.35 -0.73
H 0.0667 -0.3759 -1.4050 1.76 0.09 -0.80
H -1.2176 -2.9069 -2.1904 -0.71 -0.44 -0.86
H -0.0489 -2.2354 -3.3702 0.30 -0.05 -0.10
H -2.4447 -1.2908 -4.0335 0.39 0.13 0.76
H -1.3831 -0.0601 -3.5385 2.23 2.04 -1.25
H -3.6796 -1.0907 -2.0322 1.46 1.88 0.52
H -3.3275 0.6736 -2.4727 0.55 -0.80 0.18
H -2.6835 0.7602 0.1021 0.77 -2.67 -2.07
H -1.4177 0.9912 -1.0356 -0.54 -2.29 0.37
```
Forces are in eV/Å.

As for the total energy: -564.88442 hartree. The HOMO-LUMO gap comes out at 9.0609 eV. As for the spin multiplicity: 1. As for the maximum force: 6.06 eV/A. The calculation puts the HOMO energy at -0.299 Ha. Its SMILES is CN(C1CCCCC1)C1CCCCC1. The calculation puts the LUMO energy at 0.931 eV.

Löwdin charges, unit e, in atom order: number 1, C, carries -0.0797; number 2, N, carries -0.1738; number 3, C, carries -0.4021; number 4, C, carries -0.1019; number 5, C, carries -0.1784; number 6, C, carries -0.2836; number 7, C, carries -0.2261; number 8, C, carries -0.1941; number 9, C, carries -0.3092; number 10, C, carries -0.1838; number 11, C, carries -0.1074; number 12, C, carries -0.1766; number 13, C, carries -0.2056; number 14, C, carries -0.1401; number 15, H, carries 0.0729; number 16, H, carries 0.0977; number 17, H, carries 0.1139; number 18, H, carries 0.1542; number 19, H, carries 0.1174; number 20, H, carries 0.0978; number 21, H, carries 0.1261; number 22, H, carries 0.0754; number 23, H, carries 0.0767; number 24, H, carries 0.1601; number 25, H, carries 0.1359; number 26, H, carries 0.1566; number 27, H, carries 0.1648; number 28, H, carries 0.0822; number 29, H, carries 0.1263; number 30, H, carries 0.1412; number 31, H, carries 0.0732; number 32, H, carries 0.0882; number 33, H, carries 0.0846; number 34, H, carries 0.1037; number 35, H, carries 0.0495; number 36, H, carries 0.1274; number 37, H, carries 0.1005; number 38, H, carries 0.1380; number 39, H, carries 0.0981

***

No. 2
Here is a molecular structure, C13H25O15Tl from OMol25. Energies are from ωB97M-V with the def2-TZVPD basis set.

XYZ file:
```
54
Properties=species:S:1:pos:R:3:forces:R:3
Tl -4.3279 3.3266 6.6935 0.01 -0.02 0.08
O -1.2940 1.3148 -0.0736 -1.04 0.58 0.84
C -2.5246 1.6987 0.3006 6.11 -1.83 0.70
O -2.7464 1.9252 1.4759 -1.15 0.79 2.10
O -3.3854 1.7221 -0.5033 -4.61 0.63 -2.74
H -1.3597 1.3046 -1.0313 0.71 -0.20 -0.98
C -1.9858 -3.8954 7.8435 -1.24 -0.93 0.64
O -0.6694 -3.7774 7.3516 0.01 0.35 -0.27
C -0.4392 -2.6880 6.6374 -1.37 2.20 -1.23
O -1.0688 -1.6165 6.6614 1.14 -2.24 0.13
O 0.5394 -2.9732 5.7942 0.90 -0.26 -0.90
C 0.7262 -2.3325 4.5136 -0.09 0.67 0.00
H -2.7809 -3.6626 7.1351 0.41 0.91 -0.26
H -2.1152 -3.3697 8.7896 -0.04 -0.02 -0.16
H -2.1931 -4.9599 7.9522 0.59 -0.07 0.58
H 0.1210 -2.7622 3.7154 -0.37 -0.42 0.43
H 1.7559 -2.4626 4.1804 0.03 -0.13 0.60
H 0.5027 -1.2657 4.5212 0.00 -0.02 0.43
C 0.6040 3.9754 -8.5714 1.66 -2.37 -1.25
O 0.1245 4.9309 -7.7526 -0.30 1.94 3.06
C 0.2541 4.7194 -6.4051 -1.75 -1.21 0.41
O 0.6995 3.7585 -5.7816 -0.04 1.78 -1.66
O -0.5176 5.6683 -5.8712 0.00 0.91 0.64
C -0.6664 5.8570 -4.4430 1.14 -0.83 0.00
H 0.0897 3.0439 -8.3348 -0.03 -0.30 -0.50
H 1.6627 3.8062 -8.3748 0.22 -0.18 0.01
H 0.5285 4.2582 -9.6214 -0.47 0.13 0.27
H 0.1940 5.4415 -3.9185 0.21 0.03 -0.16
H -1.5136 5.2980 -4.0456 -0.34 0.25 -0.42
H -0.7075 6.9237 -4.2226 -0.32 -0.14 -0.38
C -4.2062 -4.0339 -0.7253 0.57 0.23 -0.79
O -5.1924 -4.6589 -1.6154 -0.80 0.90 1.10
C -6.3315 -4.0300 -2.0347 1.21 0.84 0.05
O -6.6037 -2.8490 -1.8338 0.30 -1.53 0.04
O -6.9781 -4.9011 -2.7729 -0.74 -0.13 -0.67
C -8.2616 -4.5783 -3.3703 -1.44 1.19 0.67
H -3.6541 -4.8329 -0.2307 -0.15 -0.25 -0.54
H -4.4403 -3.3471 0.0881 -1.42 -0.10 -0.28
H -3.5521 -3.4578 -1.3798 0.23 -0.23 0.01
H -9.0570 -5.1829 -2.9347 0.52 -0.48 0.12
H -8.3890 -4.6179 -4.4521 1.22 -0.59 -0.01
H -8.5880 -3.5642 -3.1395 0.54 0.17 0.30
C 10.1768 1.2511 2.7817 2.08 -1.78 0.43
O 8.8070 1.5639 2.7996 -0.58 -0.04 -2.73
C 8.2395 1.5624 1.5569 1.42 0.78 -3.13
O 8.7648 1.5734 0.3737 -1.47 -0.37 5.08
O 6.9511 1.6520 1.7406 -0.57 -0.03 1.07
C 5.9700 1.5471 0.7296 -0.17 -0.41 -1.06
H 10.8827 2.0806 2.8225 -0.55 0.26 -0.02
H 10.4842 0.5658 1.9918 -0.45 0.60 -0.84
H 10.3863 0.5501 3.5897 -0.31 0.64 0.77
H 6.2474 0.8021 -0.0161 0.22 0.10 -0.01
H 5.7927 2.4981 0.2274 0.19 0.05 0.15
H 5.0447 1.2000 1.1893 0.21 0.20 0.30
```
Forces are in eV/Å.

As for the total energy: -1810.51580 hartree. The HOMO-LUMO gap comes out at 1.2161 eV. As for the spin multiplicity: 1. The total charge is +2. As for the maximum force: 6.42 eV/A. The calculation puts the HOMO energy at -0.509 Ha. The calculation puts the LUMO energy at -12.627 eV.

Löwdin charges, unit e, in atom order: number 1, Tl, carries 0.9959; number 2, O, carries 0.2211; number 3, C, carries -0.7786; number 4, O, carries 0.3178; number 5, O, carries 0.3658; number 6, H, carries 0.1447; number 7, C, carries -0.0513; number 8, O, carries 0.0272; number 9, C, carries -0.5808; number 10, O, carries 0.0800; number 11, O, carries 0.0149; number 12, C, carries -0.0223; number 13, H, carries 0.0974; number 14, H, carries 0.1031; number 15, H, carries 0.1002; number 16, H, carries 0.0915; number 17, H, carries 0.0949; number 18, H, carries 0.0853; number 19, C, carries -0.0810; number 20, O, carries 0.0255; number 21, C, carries -0.5096; number 22, O, carries 0.1452; number 23, O, carries 0.0213; number 24, C, carries -0.0052; number 25, H, carries 0.1127; number 26, H, carries 0.1099; number 27, H, carries 0.1132; number 28, H, carries 0.0903; number 29, H, carries 0.0968; number 30, H, carries 0.1030; number 31, C, carries -0.0157; number 32, O, carries 0.0176; number 33, C, carries -0.5409; number 34, O, carries 0.1650; number 35, O, carries 0.0495; number 36, C, carries -0.0018; number 37, H, carries 0.0961; number 38, H, carries 0.0891; number 39, H, carries 0.0920; number 40, H, carries 0.1003; number 41, H, carries 0.1017; number 42, H, carries 0.0901; number 43, C, carries -0.0630; number 44, O, carries 0.0342; number 45, C, carries -0.4738; number 46, O, carries 0.1183; number 47, O, carries 0.0269; number 48, C, carries -0.0244; number 49, H, carries 0.1078; number 50, H, carries 0.0994; number 51, H, carries 0.0993; number 52, H, carries 0.1026; number 53, H, carries 0.1041; number 54, H, carries 0.0965

***

Asked for relative energy (zero: lowest compared OMol25 entry of this formula, charge and spin) across the records above, the calculation gives 105.1; 99.9 kcal/mol in order.